# 1
Computed, not measured: a structure of composition C2H4Cl2F8Mg2N4O16S8 in a non-equilibrium geometry, with the ωB97M-V functional and the def2-TZVPD basis.

Computed properties:
Strongest force on any atom = 12.1 eV/A
Highest occupied orbital energy = -10.76 eV
ΔE to the lowest compared entry with this formula, charge and spin = 1.283 eV
HOMO-LUMO gap = 7.219 eV
Total charge = 0

CARTESIAN COORDINATES (ANGSTROEM)
Mg: 0.645 -1.633 2.346
Mg: 1.154 0.340 -2.196
N: 2.108 1.891 -2.258
S: 3.730 2.402 -2.528
O: 4.406 3.353 -1.693
O: 4.175 2.260 -3.912
F: 4.291 1.037 -1.912
S: 1.742 3.344 -2.028
O: 1.688 4.224 -3.149
O: 1.936 3.861 -0.689
F: 0.227 2.931 -2.061
N: 2.164 -1.185 1.470
S: 2.922 -1.619 -0.036
O: 4.251 -2.166 -0.032
O: 2.512 -0.864 -1.252
F: 2.065 -2.979 -0.182
S: 3.261 -0.121 1.647
O: 3.372 1.016 0.753
O: 4.436 -0.599 2.385
F: 2.472 0.525 2.939
N: -0.172 -0.279 -1.167
S: -0.944 0.371 0.227
O: -0.599 -0.436 1.377
O: -2.247 0.983 0.095
F: 0.020 1.672 0.607
S: -1.287 -1.328 -1.265
O: -2.445 -0.900 -2.027
O: -1.431 -2.337 -0.193
F: -0.546 -2.219 -2.386
N: -0.148 -3.184 2.859
S: 0.449 -4.889 2.901
O: 0.003 -5.683 1.749
O: 0.522 -5.524 4.178
F: 1.973 -4.565 2.505
S: -1.601 -3.706 3.235
O: -1.764 -4.051 4.645
O: -2.311 -4.396 2.182
F: -2.234 -2.181 3.167
Cl: -4.795 5.221 -0.405
C: -4.247 3.650 -0.933
C: -5.263 2.852 -1.712
Cl: -6.672 2.569 -0.707
H: -3.743 3.110 -0.132
H: -3.497 3.841 -1.701
H: -4.996 1.902 -2.176
H: -5.581 3.491 -2.536

Cartesian forces, eV/Å:
-2.021 1.167 0.699
2.129 -0.892 -1.433
5.916 1.334 -1.217
7.363 -4.947 -2.601
-2.082 -0.046 -0.641
-2.139 0.812 2.152
-0.176 0.083 -0.085
-7.058 6.771 3.399
2.058 -0.230 -0.121
0.162 -1.025 -2.055
-2.766 -0.661 0.778
3.449 -0.931 -6.354
-1.570 -5.670 -4.422
-1.559 2.037 0.662
0.398 -0.958 2.540
0.032 1.511 0.200
5.296 6.741 8.602
-0.665 -2.577 0.168
-2.095 0.418 -2.658
-0.507 -0.092 -0.667
-2.949 2.136 5.525
1.425 6.249 3.660
-0.640 0.272 -0.488
2.470 -1.983 -0.218
-1.023 -2.129 -1.668
-5.325 -9.351 -4.948
1.593 0.058 1.850
0.550 3.302 -1.717
0.581 0.596 0.264
0.678 -6.117 0.967
2.911 -3.138 -3.066
0.699 2.355 2.484
-0.213 1.419 -0.768
-0.833 0.705 0.440
-6.553 2.511 1.880
0.565 0.342 -2.883
1.340 0.803 1.726
0.548 -0.872 0.006
-0.339 0.309 0.268
1.514 -1.005 -1.275
-0.837 0.795 -0.212
-0.847 -0.444 0.373
-0.439 0.090 0.137
0.437 0.179 0.207
0.690 0.071 0.517
-0.167 0.002 -0.009

Results of the natural (NBO) charge analysis, in e, for atoms 1 through 8:
1 Mg 1.85
2 Mg 1.85
3 N -1.36
4 S 2.33
5 O -0.77
6 O -0.83
7 F -0.51
8 S 2.42

***

# 2
Computed, not measured: a cluster of 2 separate species, BrH5P4 in total in a non-equilibrium geometry, with the ωB97M-V functional and the def2-TZVPD basis.

Computed properties:
Strongest force on any atom = 4.3 eV/A
Highest occupied orbital energy = -8.62 eV
ΔE to the lowest compared entry with this formula, charge and spin = 0.000 eV
HOMO-LUMO gap = 8.057 eV
Total charge = 0

CARTESIAN COORDINATES (ANGSTROEM)
P: -0.480 1.986 -0.401
P: -1.489 -1.154 -0.253
P: 1.637 -0.382 -1.072
P: 0.202 0.026 0.564
Br: 3.522 -0.218 -0.126
H: -0.084 2.828 0.567
H: -1.732 1.753 -0.105
H: -2.156 -0.428 0.685
H: -0.771 -2.106 0.549
H: 1.351 -2.306 -0.409

Cartesian forces, eV/Å:
2.756 -1.304 -2.194
1.731 -0.528 -1.012
-2.189 -3.719 0.354
0.419 1.473 -0.595
1.687 0.439 0.880
0.045 1.034 1.476
-2.746 -0.012 1.042
-1.023 0.007 1.266
-1.085 -0.208 0.067
0.404 2.819 -1.283

Results of the natural (NBO) charge analysis, in e, for atoms 1 through 8:
1 P 0.03
2 P 0.06
3 P 0.24
4 P -0.01
5 Br -0.18
6 H -0.01
7 H -0.03
8 H -0.02

***

# 3
Computed, not measured: a cluster of 2 separate species, C3H10N in total in a non-equilibrium geometry, with the ωB97M-V functional and the def2-TZVPD basis.

Computed properties:
Strongest force on any atom = 2.1 eV/A
Highest occupied orbital energy = -16.48 eV
ΔE to the lowest compared entry with this formula, charge and spin = 1.662 eV
HOMO-LUMO gap = 10.820 eV
Total charge = +1

CARTESIAN COORDINATES (ANGSTROEM)
C: -0.377 -2.608 -0.109
H: -0.148 -3.604 -0.476
H: -0.150 -2.658 0.952
H: 0.297 -1.956 -0.663
H: -1.434 -2.353 -0.161
C: 0.945 1.746 0.890
C: -0.643 0.827 -0.796
N: -0.112 1.804 -0.178
H: 0.959 2.744 1.307
H: 0.676 0.987 1.611
H: 1.904 1.564 0.411
H: -0.874 -0.100 -0.279
H: -1.006 0.925 -1.813
H: -0.038 2.682 -0.697

Cartesian forces, eV/Å:
0.300 -0.473 0.406
-0.493 -0.120 -0.207
0.361 0.336 0.127
-0.158 0.279 0.191
0.016 -0.087 -0.524
-1.158 0.319 0.030
-1.094 -0.194 0.496
1.801 0.273 -1.084
0.050 -0.036 0.448
0.132 -0.074 0.180
-0.111 -0.212 -0.116
0.733 -0.181 -0.014
-0.234 0.375 0.121
-0.143 -0.204 -0.055

Results of the natural (NBO) charge analysis, in e, for atoms 1 through 8:
1 C -0.87
2 H 0.25
3 H 0.23
4 H 0.19
5 H 0.21
6 C -0.42
7 C 0.15
8 N -0.39

***

# 4
Computed, not measured: a structure of composition C20H34NO5Ta, with the ωB97M-V functional and the def2-TZVPD basis.

Computed properties:
Strongest force on any atom = 0.5 eV/A
Highest occupied orbital energy = -14.52 eV
ΔE to the lowest compared entry with this formula, charge and spin = 1.091 eV
HOMO-LUMO gap = 7.226 eV
Total charge = +2

CARTESIAN COORDINATES (ANGSTROEM)
Ta: 0.853 0.361 -0.073
C: 3.522 1.913 1.221
O: 2.093 1.673 1.264
C: 1.367 2.296 2.349
C: 0.793 1.158 3.170
O: 0.257 0.206 2.212
C: 0.558 -1.179 2.501
C: 1.986 -1.515 2.108
O: 2.235 -1.051 0.747
C: 3.033 -1.950 -0.091
H: 3.705 2.984 1.153
H: 3.900 1.420 0.331
H: 3.983 1.498 2.117
H: 0.591 2.929 1.913
H: 2.027 2.932 2.935
H: -0.005 1.482 3.836
H: 1.575 0.670 3.753
H: -0.151 -1.761 1.909
H: 0.372 -1.391 3.555
H: 2.102 -2.599 2.131
H: 2.738 -1.055 2.749
H: 2.483 -2.878 -0.233
H: 3.990 -2.119 0.397
H: 3.173 -1.441 -1.040
C: 2.912 2.803 -2.520
C: 1.906 1.686 -2.785
C: 0.667 2.226 -3.500
C: 2.540 0.551 -3.589
N: 1.466 1.126 -1.515
H: 3.247 3.232 -3.464
H: 3.791 2.419 -2.000
H: 2.465 3.601 -1.925
H: 0.961 2.657 -4.457
H: 0.181 3.009 -2.915
H: -0.046 1.426 -3.703
H: 2.858 0.923 -4.563
H: 1.827 -0.258 -3.748
H: 3.421 0.158 -3.078
C: -5.918 -0.454 1.736
C: -4.667 -0.834 1.000
C: -4.392 -2.149 0.669
C: -3.253 -2.525 -0.047
C: -3.066 -3.977 -0.385
C: -2.339 -1.526 -0.410
C: -2.604 -0.175 -0.095
C: -1.778 0.989 -0.581
C: -3.758 0.147 0.597
C: -1.099 -1.938 -1.118
O: -0.928 -2.868 -1.835
O: -0.026 -1.113 -0.802
H: -6.476 -1.332 2.052
H: -6.566 0.145 1.094
H: -5.688 0.146 2.617
H: -5.090 -2.923 0.962
H: -3.789 -4.581 0.159
H: -2.066 -4.334 -0.141
H: -3.204 -4.146 -1.452
H: -1.342 0.883 -1.574
H: -0.978 1.329 0.159
H: -2.368 1.905 -0.562
H: -3.983 1.187 0.806

Cartesian forces, eV/Å:
0.326 0.263 -0.126
-0.002 0.115 -0.085
-0.283 0.206 0.020
-0.006 -0.181 0.062
0.038 0.044 -0.102
-0.027 -0.072 -0.037
-0.046 -0.091 -0.091
-0.068 -0.098 0.006
0.089 0.065 -0.102
0.055 -0.040 0.030
-0.003 0.003 -0.005
-0.013 -0.013 0.004
-0.002 0.003 0.001
-0.037 -0.026 0.005
0.019 -0.038 0.016
-0.007 0.006 -0.021
0.005 0.010 0.001
-0.019 0.021 0.012
0.083 -0.003 0.003
0.086 0.018 0.009
-0.003 -0.005 0.020
-0.014 0.007 -0.013
-0.018 -0.006 0.021
-0.010 -0.021 0.000
0.010 -0.005 0.000
-0.038 0.017 0.037
0.016 -0.015 -0.077
-0.008 0.022 -0.021
0.334 -0.111 0.096
-0.003 0.006 0.006
0.004 -0.002 -0.009
-0.009 0.001 -0.004
-0.012 0.005 0.008
0.002 0.004 0.021
0.001 0.004 0.013
0.003 -0.004 0.005
0.006 -0.007 0.003
0.006 0.003 -0.005
-0.014 0.007 -0.009
0.018 -0.006 -0.005
0.022 -0.013 -0.014
-0.046 0.014 0.012
0.016 -0.036 0.029
0.072 0.087 -0.046
-0.039 -0.068 0.054
0.099 0.111 0.022
0.021 -0.014 -0.013
-0.103 -0.110 -0.041
0.001 0.061 0.052
-0.370 -0.198 0.263
0.004 -0.003 0.004
0.001 0.000 0.005
0.003 0.001 0.000
-0.004 0.003 0.004
-0.015 0.004 -0.010
-0.007 0.002 -0.015
0.001 -0.003 0.002
-0.094 0.018 -0.044
-0.053 0.041 0.198
0.026 0.016 -0.145
0.004 0.001 -0.003

Results of the natural (NBO) charge analysis, in e, for atoms 1 through 8:
1 Ta 2.18
2 C -0.24
3 O -0.60
4 C -0.10
5 C -0.09
6 O -0.58
7 C -0.11
8 C -0.10

***

# 5
Computed, not measured: a structure of composition BCdH26O15P in a non-equilibrium geometry, with the ωB97M-V functional and the def2-TZVPD basis.

Computed properties:
2S+1 = 2
Strongest force on any atom = 5.7 eV/A
Highest occupied orbital energy (alpha / beta) = -5.77 / -5.51 eV
HOMO-LUMO gap (alpha / beta) = 7.503 / 7.198 eV
Total charge = -1

CARTESIAN COORDINATES (ANGSTROEM)
Cd: 0.708 -0.057 1.698
P: 2.022 -2.116 2.626
O: 3.421 -2.191 3.245
O: 1.192 -3.260 3.166
O: 1.713 -1.662 1.211
O: 1.784 -0.746 3.288
B: -0.642 0.712 -0.151
H: -1.099 0.757 -1.127
H: 0.251 1.317 -0.176
H: -1.353 1.010 0.604
H: -0.316 -0.304 0.015
O: 1.655 3.213 -1.124
H: 1.291 4.041 -0.812
H: 1.142 2.541 -0.673
O: -1.708 -2.668 -2.242
H: -0.965 -3.062 -2.700
H: -1.704 -1.753 -2.523
O: 2.305 1.178 1.332
H: 2.258 2.133 1.288
H: 3.230 0.977 1.189
O: -1.606 3.076 -1.749
H: -1.432 2.274 -1.256
H: -1.057 3.003 -2.529
O: -1.039 -0.796 2.457
H: -1.371 -0.945 3.342
H: -1.563 -1.375 1.904
O: 3.002 -0.794 -0.930
H: 2.472 -1.184 -0.234
H: 2.794 -1.311 -1.708
O: 0.016 -3.645 0.337
H: 0.537 -3.018 0.838
H: -0.786 -3.169 0.118
O: -2.405 0.082 -3.117
H: -3.288 0.440 -3.205
H: -2.227 0.112 -2.177
O: 1.130 -0.193 -3.721
H: 0.803 0.182 -4.539
H: 0.671 0.292 -3.035
O: -3.606 0.166 0.390
H: -3.757 0.007 1.322
H: -2.717 0.518 0.347
O: 0.178 1.818 2.726
H: -0.701 2.085 2.993
H: 0.764 2.318 3.294

Cartesian forces, eV/Å:
-2.090 2.699 -1.745
-1.559 -1.890 3.983
2.079 -0.327 -0.732
0.484 0.740 -1.247
2.241 -4.146 -3.256
0.612 0.682 3.587
-0.161 0.246 -0.264
-1.432 -0.231 -3.351
2.903 2.481 0.021
-2.184 1.568 2.799
0.680 -4.117 0.003
0.656 0.408 -0.094
-0.234 0.209 -0.044
-0.380 -0.477 0.012
-0.208 -0.327 0.245
0.283 -0.112 0.055
-0.138 0.281 -0.308
2.289 2.289 -0.373
-0.089 0.341 -0.289
0.321 -0.571 -0.199
-0.436 0.971 -0.172
0.122 -0.304 0.160
0.163 -0.068 -0.138
-3.049 -0.762 1.250
0.335 -0.210 0.492
-0.115 -0.333 -0.464
0.573 0.598 -0.733
-0.288 -0.542 0.756
-0.036 0.012 -0.270
-0.611 -0.635 -0.399
0.536 0.210 0.257
-0.214 0.044 -0.438
0.129 -0.163 -0.557
-0.229 0.042 -0.002
0.060 0.236 0.498
0.224 -0.255 -0.136
-0.128 0.051 -0.170
-0.105 0.114 0.387
-0.934 -0.346 -0.109
-0.101 -0.019 0.163
0.550 0.205 -0.062
-0.507 1.512 0.748
-0.421 -0.009 -0.141
0.412 -0.094 0.280

Results of the natural (NBO) charge analysis, in e, for atoms 1 through 8:
1 Cd 1.79
2 P 2.45
3 O -0.73
4 O -1.12
5 O -1.31
6 O -1.15
7 B -0.84
8 H -0.02

***

Question: Among the records above, which one has the lowest total charge?
Answer: BCdH26O15P

***

Question: Which value of strongest force on any atom does entry 4 give?
Answer: 0.5 eV/A